The following is a quantum chemistry calculation of C6H15BiClI2O2PS as an isolated structure at a distorted geometry, from the Open Molecules 2025 dataset.

Positions of all 29 atoms, in Å:
1 I -0.790 2.645 -2.219
2 I 2.336 2.449 -1.631
3 Bi -0.045 -1.126 0.984
4 P 0.087 -2.164 -1.384
5 C 0.621 -1.058 -2.714
6 C 1.274 -3.555 -1.390
7 H -2.008 -3.376 -1.134
8 H -1.224 -3.728 -2.707
9 H -2.089 -2.172 -2.462
10 C -1.459 -2.933 -1.979
11 H 1.264 -4.057 -0.413
12 H 0.992 -4.283 -2.168
13 H 0.770 -1.627 -3.645
14 H 1.560 -0.557 -2.440
15 H 2.286 -3.177 -1.596
16 H -0.134 -0.272 -2.876
17 C 0.787 3.994 -1.525
18 O 0.798 5.133 -1.198
19 Cl -0.748 -3.205 2.082
20 C 0.605 2.715 3.902
21 S 0.151 2.095 2.265
22 C -1.584 1.686 2.534
23 O 0.195 3.264 1.336
24 H 0.218 2.041 4.674
25 H 0.210 3.732 4.011
26 H 1.701 2.729 3.943
27 H -1.791 1.685 3.613
28 H -2.186 2.441 2.013
29 H -1.796 0.682 2.124

Output
E_HOMO (alpha / beta) (Eh): -0.5481 / -0.5416
Relative energy (zero: lowest compared OMol25 entry of this formula, charge and spin) (kJ/mol): 84.42
Total charge: +2
F_max (eV/Å): 4.49
Orbital gap (alpha / beta) (eV): 5.9 / 3.6
E_LUMO (alpha / beta) (eV): -9.01 / -11.17
Energy (eV): -65229.11320



The following is a quantum chemistry calculation of C6H15Br2MnNO6S as an isolated structure at a distorted geometry, from the Open Molecules 2025 dataset.

Positions of all 32 atoms, in Å:
1 Mn -0.005 -1.670 1.194
2 Br 2.632 -0.415 1.437
3 Br -2.459 -2.314 1.140
4 S 1.405 -3.747 1.918
5 O 1.005 -3.304 0.582
6 O 0.893 -5.145 2.239
7 O 2.833 -3.627 2.243
8 O 0.675 -2.739 2.700
9 C 0.844 2.656 -3.033
10 O 0.908 1.366 -2.335
11 C 0.111 0.371 -3.022
12 C -0.359 -0.759 -1.913
13 N -0.149 -0.292 -0.517
14 C -1.062 0.809 -0.124
15 C -0.902 1.412 1.233
16 O -0.569 0.315 2.149
17 C -0.743 0.768 3.445
18 H 1.448 3.371 -2.473
19 H -0.165 2.915 -3.353
20 H 1.348 2.570 -3.995
21 H 0.537 -0.068 -3.924
22 H -0.713 0.962 -3.423
23 H 0.380 -1.528 -2.139
24 H -1.390 -0.921 -2.226
25 H 0.787 0.085 -0.557
26 H -2.104 0.537 -0.286
27 H -0.788 1.575 -0.850
28 H -1.879 1.888 1.318
29 H -0.184 2.231 1.253
30 H -0.218 1.675 3.745
31 H -0.319 -0.015 4.074
32 H -1.798 1.037 3.503

Output
E_HOMO (alpha / beta) (Eh): -0.0199 / -0.0397
Total charge: -2
F_max (eV/Å): 5.64
Orbital gap (alpha / beta) (eV): 4.9 / 5.4
Multiplicity: 6
Expectation value of S²: 8.754
E_LUMO (alpha / beta) (eV): 4.31 / 4.31
Energy (eV): -202483.05964



The following is a quantum chemistry calculation of a 2-piece molecular cluster, C6H15BrO3P overall at a distorted geometry, from the Open Molecules 2025 dataset.

Positions of all 26 atoms, in Å:
1 C 1.669 -0.194 3.033
2 C 0.164 -0.743 -3.813
3 C -1.489 1.916 1.382
4 C 1.773 -1.079 1.780
5 C 0.411 -1.334 -2.406
6 C -1.585 2.080 -0.065
7 O 1.431 -0.605 0.631
8 O -0.845 -1.372 -1.659
9 O -1.523 0.873 -0.882
10 P -1.063 -0.604 -0.320
11 Br -2.928 -1.649 0.375
12 H 0.661 0.018 3.492
13 H 2.053 -0.795 3.950
14 H 2.247 0.746 2.960
15 H 0.013 0.330 -3.771
16 H 0.984 -0.974 -4.469
17 H -0.737 -1.201 -4.189
18 H -1.842 2.868 1.982
19 H -1.972 1.162 1.765
20 H -0.387 1.785 1.769
21 H 1.446 -2.099 2.049
22 H 2.950 -1.353 1.582
23 H 1.108 -0.839 -1.906
24 H 0.735 -2.319 -2.605
25 H -0.683 2.680 -0.434
26 H -2.590 2.702 -0.232

Output
E_HOMO (alpha / beta) (Eh): -0.5011 / -0.5012
Relative energy (zero: lowest compared OMol25 entry of this formula, charge and spin) (kJ/mol): 512.55
Total charge: +1
F_max (eV/Å): 7.03
Orbital gap (alpha / beta) (eV): 5.8 / 5.8
E_LUMO (alpha / beta) (eV): -7.86 / -7.86
Energy (eV): -91927.78721



The following is a quantum chemistry calculation of C6H15CdN4O as an isolated structure at a distorted geometry, from the Open Molecules 2025 dataset.

Positions of all 27 atoms, in Å:
1 C 0.232 -2.831 -0.143
2 Cd -0.704 -0.936 -0.011
3 N -0.093 1.894 0.786
4 H -2.012 0.395 -1.042
5 H -0.284 2.249 1.730
6 H -2.326 -0.230 -1.278
7 H -0.533 -3.365 -0.761
8 H 0.744 -3.306 0.708
9 H 1.023 -2.451 -0.792
10 H 0.924 1.793 0.722
11 H -0.415 2.588 0.129
12 C 1.734 -0.645 4.609
13 N 2.268 -0.560 3.256
14 C 3.607 -0.547 3.008
15 C 4.065 -0.515 1.721
16 C 3.106 -0.395 0.693
17 N 1.794 -0.312 0.940
18 C 1.356 -0.477 2.223
19 O 0.132 -0.583 2.468
20 N 3.458 -0.368 -0.615
21 H 1.130 -1.552 4.721
22 H 1.109 0.230 4.823
23 H 2.586 -0.680 5.283
24 H 4.230 -0.601 3.888
25 H 5.115 -0.563 1.466
26 H 4.425 -0.490 -0.890
27 H 2.736 -0.373 -1.332

Output
E_HOMO (alpha / beta) (Eh): -0.0133 / -0.0148
Total charge: -1
F_max (eV/Å): 2.82
Orbital gap (alpha / beta) (eV): 4.1 / 4.2
E_LUMO (alpha / beta) (eV): 3.77 / 3.76
Energy (eV): -19033.88587



The following is a quantum chemistry calculation of C6H15ClHgNO2 as an isolated structure at a distorted geometry, from the Open Molecules 2025 dataset.

Positions of all 26 atoms, in Å:
1 Hg -0.421 3.583 -0.737
2 Cl -1.610 2.062 -1.473
3 C -1.772 -0.346 3.747
4 O -1.477 -0.035 2.399
5 C -2.007 -0.857 1.395
6 C -1.628 -0.552 -0.043
7 N -0.183 -0.701 -0.319
8 C 0.129 -0.382 -1.744
9 C 1.674 -0.379 -1.889
10 O 2.235 0.771 -1.214
11 C 3.667 0.848 -1.442
12 H -1.187 -1.230 4.003
13 H -2.819 -0.536 3.980
14 H -1.491 0.515 4.355
15 H -3.087 -0.770 1.508
16 H -1.776 -1.894 1.640
17 H -1.976 0.466 -0.214
18 H -2.197 -1.159 -0.748
19 H 0.220 -0.028 0.317
20 H -0.108 0.647 -2.013
21 H -0.363 -1.084 -2.418
22 H 1.917 -0.366 -2.951
23 H 2.110 -1.304 -1.513
24 H 3.815 1.039 -2.505
25 H 4.192 -0.044 -1.101
26 H 4.145 1.733 -1.021

Output
E_HOMO (Eh): -0.4482
Relative energy (zero: lowest compared OMol25 entry of this formula, charge and spin) (kJ/mol): 0.00
Total charge: +1
F_max (eV/Å): 4.95
Orbital gap (eV): 4.1
E_LUMO (eV): -8.08
Energy (eV): -28735.77791



The following is a quantum chemistry calculation of C6H15ClI2IrO2PS as an isolated structure at a distorted geometry, from the Open Molecules 2025 dataset.

Positions of all 29 atoms, in Å:
1 I -1.952 -0.301 1.190
2 I 1.722 -1.367 0.179
3 Ir 0.210 0.943 0.207
4 P -0.243 2.753 -1.013
5 C 0.058 4.069 0.158
6 C 1.058 2.733 -2.281
7 H -2.048 1.993 -2.371
8 H -2.065 3.804 -2.217
9 H -2.630 2.712 -0.879
10 C -1.909 2.844 -1.699
11 H 0.901 1.852 -2.912
12 H 1.057 3.665 -2.860
13 H -0.030 5.049 -0.319
14 H 1.056 3.932 0.601
15 H 2.020 2.574 -1.773
16 H -0.661 3.964 0.983
17 C 0.704 1.510 1.881
18 O 0.966 1.668 3.012
19 Cl -0.474 -0.222 -1.757
20 C 1.136 -4.361 0.753
21 S -0.180 -3.193 1.101
22 C -1.617 -3.602 0.133
23 O -0.553 -3.358 2.526
24 H 1.164 -4.618 -0.322
25 H 0.966 -5.251 1.387
26 H 2.053 -3.838 1.071
27 H -1.614 -4.688 -0.071
28 H -2.508 -3.323 0.731
29 H -1.607 -3.023 -0.805

Output
E_HOMO (alpha / beta) (Eh): -0.5740 / -0.5997
Relative energy (zero: lowest compared OMol25 entry of this formula, charge and spin) (kJ/mol): 0.00
Total charge: +2
F_max (eV/Å): 6.36
Orbital gap (alpha / beta) (eV): 8.2 / 5.4
Multiplicity: 5
Expectation value of S²: 6.021
E_LUMO (alpha / beta) (eV): -7.37 / -10.91
Energy (eV): -62228.85296